{
  "formula": "C14H23NO9",
  "method": "ωB97M-V/def2-TZVPD",
  "species": ["O", "C", "O", "C", "C", "C", "C", "O", "C", "O", "C", "C", "O", "C", "O", "O", "C", "O", "H", "H", "H", "H", "H", "H", "H", "H", "H", "H", "H", "H", "C", "O", "C", "C", "C", "N", "H", "H", "H", "H", "H", "H", "H", "H", "H", "H", "H"],
  "positions_angstrom": [[0.6982, 4.7397, -5.5519], [0.2823, 4.2190, -4.5639], [-0.9098, 3.5371, -4.5511], [1.0388, 4.1331, -3.2569], [1.6587, 2.7889, -3.1640], [1.4392, 1.8398, -2.2701], [0.5258, 1.8726, -1.1131], [1.2034, 1.3013, -0.0129], [0.6243, 1.7443, 1.1881], [1.1082, 0.9462, 2.1981], [0.1534, 0.5480, 3.1550], [0.6068, 0.8090, 4.5987], [1.5552, 1.8375, 4.7338], [2.2847, 0.6797, -2.6524], [2.4098, -0.3974, -2.1295], [2.9760, 1.0214, -3.7975], [2.6508, 2.3035, -4.1541], [3.1247, 2.8881, -5.1043], [-1.5727, 4.0086, -4.0444], [1.7890, 4.9002, -3.2385], [0.3353, 4.2658, -2.4566], [0.3057, 2.9086, -0.8967], [-0.3957, 1.3409, -1.3256], [0.9148, 2.7815, 1.3706], [-0.4597, 1.6842, 1.0863], [-0.8172, 1.0083, 3.0074], [0.0079, -0.5215, 3.0440], [-0.2839, 1.0758, 5.1627], [0.9924, -0.0899, 5.0454], [1.2327, 2.5930, 4.2456], [-0.9220, -4.8695, 2.4933], [-0.3228, -3.6890, 1.9928], [-0.3542, -3.5393, 0.5860], [-1.6856, -3.0311, 0.0153], [-2.8009, -4.0716, -0.0164], [-2.1610, -1.8419, 0.7298], [-0.7522, -5.7187, 1.8256], [-1.9936, -4.7361, 2.6571], [-0.4614, -5.0872, 3.4564], [0.4110, -2.7916, 0.3635], [-0.0414, -4.4711, 0.0965], [-1.4864, -2.7400, -1.0199], [-3.2594, -4.2134, 0.9611], [-3.5929, -3.7500, -0.6921], [-2.4324, -5.0376, -0.3660], [-1.4585, -1.1122, 0.6435], [-2.1653, -2.0669, 1.7211]],
  "smiles": "O=C(O)CC1=C(COCOCCO)C(=O)OC1=O.COC[C@@H](C)N",
  "lumo_ev": -1.09,
  "e_homo_ev": -9.43,
  "charge": 0,
  "spin_multiplicity": 1
}



{
  "formula": "C7H18N2",
  "method": "ωB97M-V/def2-TZVPD",
  "species": ["C", "C", "C", "C", "H", "H", "H", "H", "H", "H", "H", "H", "H", "H", "C", "C", "N", "N", "C", "H", "H", "H", "H", "H", "H", "H", "H"],
  "positions_angstrom": [[1.2096, 0.0104, 0.4273], [2.0166, 0.0586, -0.8660], [1.7135, -1.1249, 1.3214], [1.3804, 1.3244, 1.1888], [-0.3655, 0.6329, -0.1379], [1.6472, 0.8393, -1.5394], [1.9634, -0.8911, -1.4082], [3.0851, 0.2628, -0.6868], [2.7609, -0.9687, 1.6305], [1.6785, -2.0980, 0.8196], [1.1217, -1.2092, 2.2379], [1.0646, 2.1869, 0.5932], [0.7976, 1.3316, 2.1141], [2.4326, 1.5035, 1.4648], [-2.1913, 0.7904, 0.9960], [-1.6578, -0.5474, -1.0986], [-1.0140, -1.5346, -0.4834], [-2.0735, -0.6398, -2.3907], [-1.5703, 0.7178, -0.4007], [-0.8831, -2.4029, -0.9863], [-0.0815, -1.0542, 0.0009], [-2.4376, 0.1845, -2.8387], [-1.7189, -1.3682, -2.9924], [-1.8583, 1.5645, -1.0251], [-1.8929, 1.7169, 1.4871], [-3.2827, 0.7531, 0.9598], [-1.8442, -0.0385, 1.6127]],
  "lumo_ev": 0.57,
  "e_homo_ev": -6.32,
  "charge": 0,
  "spin_multiplicity": 1
}



Summary of E in hartree
-1279.1048, -386.9199
(order as listed above)
Summary of energy relative to the best compared isomer or geometry (same formula, charge and spin) in kJ/mol
25.3, 287.9
(order as listed above)